This record from the OMol25 dataset describes a structure of composition C21H31F5P2Zn. The level of theory is ωB97M-V/def2-TZVPD.

```
60
Properties=species:S:1:pos:R:3:forces:R:3
P 0.351400 -2.135606 -1.580483 -2.67 1.20 -2.41
P 0.435623 1.582407 -0.920871 -1.25 0.25 -3.37
C 0.121764 -0.696330 -2.607190 3.26 -2.32 -0.48
C 1.058113 0.417805 -2.230626 0.15 0.40 0.13
H -1.257189 -0.319268 -2.530226 -0.97 1.22 0.37
H 0.331113 -0.999209 -3.646986 -0.06 0.22 0.15
H 2.052348 0.085992 -1.891151 0.10 0.04 -0.12
H 1.204134 1.059827 -3.110099 0.21 -0.08 0.26
C 0.289847 3.022600 -2.054916 0.13 0.52 0.66
H -0.134540 3.889992 -1.528231 0.17 -0.09 -0.28
H -0.382967 2.729814 -2.868848 0.14 0.06 0.23
H 1.282153 3.256398 -2.458745 -0.24 0.13 0.03
C 1.867438 2.078682 0.115454 -0.23 0.50 0.36
H 2.312687 2.995359 -0.279364 -0.03 0.00 -0.17
H 2.688207 1.316969 0.059553 -0.34 0.17 -0.21
H 1.516742 2.300348 1.133126 0.42 -0.15 -0.44
C -0.019677 -3.479985 -2.746094 0.56 -0.44 0.01
H 0.124356 -4.460915 -2.278358 -0.04 0.08 -0.10
H 0.678891 -3.379639 -3.584304 -0.11 -0.17 0.06
H -1.046987 -3.410429 -3.131397 0.44 0.22 0.30
C 1.984425 -2.418686 -0.910531 1.04 -0.65 -0.13
H 2.487163 -1.486922 -0.597224 -0.34 -0.43 -0.14
H 2.580403 -2.885372 -1.719582 -0.05 0.13 0.44
H 1.945963 -3.101304 -0.050753 0.07 0.16 -0.34
Zn 2.642129 0.154461 1.629728 -0.46 -0.61 1.42
C -1.577841 1.242183 -0.984278 -1.20 -0.45 1.50
C -2.062496 0.582471 -2.247765 -0.07 0.87 -0.66
C -3.513962 0.098914 -2.188062 -0.28 -0.02 0.68
C -3.682275 -1.191913 -1.336820 -0.85 0.13 -0.47
C -2.499500 -2.057162 -1.363627 -0.14 -1.11 -0.85
C -1.326214 -2.011891 -0.585076 1.82 -0.09 2.84
C -0.994929 -0.799017 0.406855 -0.68 -1.79 0.36
C -1.815300 0.455606 0.321254 -0.15 0.51 -0.16
C 3.063620 -1.663755 2.187540 0.59 -0.81 -0.12
H -2.018300 2.245075 -0.886010 0.62 0.09 0.13
H -2.000968 1.283997 -3.095310 0.16 0.09 0.19
H -3.906820 -0.084505 -3.206885 0.53 0.06 0.38
H -4.162327 0.864496 -1.751430 -0.18 0.25 -0.08
H -4.038287 -0.956895 -0.311282 0.17 0.04 -0.44
H -4.516623 -1.784345 -1.770915 0.37 0.38 0.21
H -2.609163 -2.957254 -1.964015 -0.15 -0.11 0.39
H -1.186647 -2.950633 -0.002619 -0.08 0.33 0.20
H 0.099388 -0.541785 0.368933 -0.51 -0.08 -0.05
H -1.132457 -1.212248 1.410610 0.01 0.14 -0.23
H -2.866938 0.190657 0.477445 0.17 0.31 -0.22
H -1.543989 1.101341 1.173932 -0.01 -0.09 -0.18
H 4.123301 -1.977599 2.167958 -0.54 0.06 -0.07
H 2.455315 -2.379574 1.624240 0.32 0.13 0.25
H 2.701233 -1.696918 3.230602 0.21 0.22 -0.36
F -0.063195 -0.553903 3.152789 -0.10 1.48 -0.03
C 0.364177 0.716167 3.485470 0.28 -0.14 0.88
C 1.600832 1.140539 3.038642 0.38 0.10 0.44
C 2.261464 2.117504 3.769222 -0.88 0.10 0.38
F 3.530527 2.485880 3.414982 -0.62 -0.14 0.12
C 1.685495 2.693016 4.908618 0.44 -0.01 -0.31
F 2.425952 3.490790 5.705026 -0.63 -0.17 -0.30
C 0.347363 2.399809 5.204970 -0.16 0.15 0.43
F -0.263808 2.995657 6.260306 0.48 -0.36 -0.84
C -0.340904 1.432731 4.470604 -0.19 -0.51 -0.51
F -1.649240 1.165579 4.702197 0.96 0.11 0.25
```
Positions in Å, forces in eV/Å.

max |F|	4.03	eV Å⁻¹
2S+1	1
energy relative to the best compared isomer or geometry (same formula, charge and spin)	85.9	kcal per mole
LUMO (spin up / spin down)	-0.7 / -1.0	eV
highest occupied orbital energy (spin up / spin down)	-5.2885 / -4.1931	eV
energy	-102851.1529	eV
gap between HOMO and LUMO (spin up / spin down)	4.568 / 3.173	eV
molecular weight	505.807	g mol⁻¹